[1]
C37H28F5IrN2P2 | ωB97M-V/def2-TZVPD

Its HOMO energy (alpha / beta) is -6.73 / -7.75 eV. The spin multiplicity is 5. The value obtained for the HOMO-LUMO gap (alpha / beta) is 7.04 / 6.37 eV.

Atoms and positions in Å:
Ir (0.014, -1.526, -1.048)
C (1.188, 1.519, 1.804)
N (0.288, 0.686, 1.016)
P (0.056, -0.983, 1.402)
C (-0.307, -0.845, 3.200)
C (0.666, -0.915, 4.194)
C (0.299, -0.841, 5.526)
C (-1.034, -0.690, 5.875)
C (-2.007, -0.635, 4.890)
C (-1.645, -0.725, 3.560)
C (1.672, -1.812, 1.427)
C (2.706, -1.466, 0.387)
C (3.769, -2.521, 0.273)
C (3.741, -3.677, 0.970)
C (2.725, -3.944, 1.909)
C (1.706, -3.019, 2.091)
P (-0.014, 0.958, -0.667)
C (-1.820, 1.218, -0.791)
C (-2.326, 1.445, -2.069)
C (-3.690, 1.541, -2.271)
C (-4.558, 1.411, -1.198)
C (-4.056, 1.202, 0.076)
C (-2.692, 1.104, 0.281)
C (0.486, 2.732, -0.766)
C (-0.267, 3.681, -0.081)
C (0.057, 5.020, -0.172)
C (1.130, 5.423, -0.951)
C (1.882, 4.481, -1.634)
C (1.562, 3.135, -1.543)
H (1.528, 0.951, 2.670)
H (0.675, 2.414, 2.163)
H (2.064, 1.833, 1.231)
H (1.706, -1.037, 3.922)
H (1.055, -0.905, 6.295)
H (-1.314, -0.622, 6.915)
H (-3.047, -0.536, 5.164)
H (-2.397, -0.724, 2.784)
H (3.196, -0.508, 0.653)
H (4.537, -2.335, -0.463)
H (4.496, -4.426, 0.788)
H (2.726, -4.872, 2.456)
H (0.891, -3.266, 2.759)
H (-1.642, 1.523, -2.905)
H (-4.080, 1.690, -3.267)
H (-5.626, 1.460, -1.358)
H (-4.732, 1.104, 0.914)
H (-2.289, 0.929, 1.270)
H (-1.110, 3.362, 0.515)
H (-0.536, 5.751, 0.358)
H (1.374, 6.472, -1.029)
H (2.713, 4.796, -2.246)
H (2.141, 2.396, -2.082)
N (2.035, -1.295, -0.902)
C (2.696, -0.804, -1.973)
C (1.995, -0.834, -3.201)
C (2.531, -0.327, -4.356)
C (3.810, 0.220, -4.347)
C (4.521, 0.262, -3.157)
C (3.986, -0.231, -1.983)
H (1.008, -1.305, -3.199)
H (1.964, -0.357, -5.274)
H (4.246, 0.606, -5.256)
H (5.514, 0.690, -3.147)
H (4.570, -0.153, -1.076)
F (-2.233, -2.888, 0.934)
C (-2.814, -2.525, -0.237)
C (-2.005, -2.052, -1.272)
C (-2.720, -1.708, -2.421)
F (-2.016, -1.249, -3.486)
C (-4.097, -1.777, -2.547)
F (-4.719, -1.363, -3.665)
C (-4.845, -2.258, -1.481)
F (-6.182, -2.341, -1.570)
C (-4.195, -2.637, -0.314)
F (-4.910, -3.084, 0.734)

***

[2]
C37H29CrN9 | ωB97M-V/def2-TZVPD

Its HOMO energy (alpha / beta) is -16.84 / -16.83 eV. The spin multiplicity is 4. The value obtained for the HOMO-LUMO gap (alpha / beta) is 7.24 / 6.95 eV. The charge is +3.

Atoms and positions in Å:
Cr (0.005, -0.401, 0.084)
C (4.943, -0.800, -1.059)
C (4.861, -0.299, -2.349)
C (3.615, -0.205, -2.948)
C (2.502, -0.603, -2.220)
N (2.558, -1.002, -0.948)
C (3.768, -1.114, -0.396)
C (1.162, -0.764, -2.837)
C (1.045, -0.967, -4.207)
C (-0.171, -1.331, -4.745)
C (-1.256, -1.489, -3.898)
C (-1.094, -1.227, -2.551)
N (0.094, -0.855, -2.019)
C (-2.244, -1.233, -1.619)
C (-3.506, -1.667, -1.987)
C (-4.561, -1.526, -1.099)
C (-4.324, -0.939, 0.131)
C (-3.036, -0.558, 0.446)
N (-2.000, -0.715, -0.398)
H (5.897, -0.934, -0.570)
H (5.750, -0.002, -2.888)
H (3.526, 0.171, -3.956)
H (3.807, -1.470, 0.626)
H (1.916, -0.891, -4.839)
H (-0.273, -1.508, -5.808)
H (-2.214, -1.784, -4.295)
H (-3.678, -2.109, -2.956)
H (-5.552, -1.861, -1.374)
H (-5.116, -0.784, 0.849)
H (-2.833, -0.109, 1.405)
C (-1.490, 2.675, 4.643)
C (-1.639, 2.814, 3.268)
C (-1.347, 1.745, 2.436)
C (-0.927, 0.544, 2.998)
C (-0.774, 0.392, 4.372)
C (-1.056, 1.472, 5.191)
N (-0.655, -0.559, 2.110)
N (-0.718, -1.690, 2.620)
C (-0.351, -2.748, 1.746)
C (-0.450, -4.035, 2.222)
C (-0.046, -5.070, 1.379)
C (0.448, -4.753, 0.127)
C (0.520, -3.422, -0.267)
N (0.111, -2.428, 0.524)
H (-1.713, 3.510, 5.293)
H (-1.989, 3.746, 2.848)
H (-1.494, 1.845, 1.368)
H (-0.438, -0.546, 4.789)
H (-0.937, 1.377, 6.261)
H (-0.824, -4.208, 3.221)
H (-0.109, -6.098, 1.707)
H (0.789, -5.522, -0.551)
H (0.923, -3.143, -1.229)
C (-2.640, 4.226, -2.327)
C (-1.875, 4.715, -1.275)
C (-0.958, 3.895, -0.639)
C (-0.818, 2.576, -1.067)
C (-1.589, 2.076, -2.106)
C (-2.492, 2.911, -2.745)
N (0.126, 1.719, -0.378)
N (1.132, 2.330, 0.036)
C (1.968, 1.617, 0.932)
C (3.011, 2.310, 1.506)
C (3.756, 1.664, 2.490)
C (3.406, 0.376, 2.853)
C (2.350, -0.249, 2.200)
N (1.651, 0.353, 1.240)
H (-3.354, 4.873, -2.819)
H (-1.993, 5.737, -0.944)
H (-0.375, 4.271, 0.188)
H (-1.456, 1.069, -2.467)
H (-3.074, 2.535, -3.576)
H (3.208, 3.327, 1.200)
H (4.581, 2.171, 2.972)
H (3.939, -0.156, 3.629)
H (2.070, -1.266, 2.446)

***

[3]
C37H29N2O4P2W | ωB97M-V/def2-TZVPD

Its HOMO energy (alpha / beta) is -10.26 / -10.76 eV. The spin multiplicity is 3. The value obtained for the HOMO-LUMO gap (alpha / beta) is 5.69 / 6.21 eV. The charge is +1.

Atoms and positions in Å:
W (-0.726, 1.365, 0.822)
C (-2.472, -0.308, 4.315)
P (-2.462, -0.568, 0.639)
C (-2.882, -0.299, -1.005)
C (-3.432, 1.000, -1.369)
C (-3.195, 1.492, -2.588)
C (-2.309, 0.755, -3.549)
C (-2.367, -0.723, -3.308)
C (-2.667, -1.225, -2.106)
C (-1.747, -2.235, 0.788)
C (-2.054, -2.957, 1.941)
C (-1.469, -4.196, 2.176)
C (-0.584, -4.732, 1.253)
C (-0.280, -4.028, 0.093)
C (-0.849, -2.786, -0.133)
C (-1.301, 0.290, 4.116)
C (-0.116, 0.255, 4.972)
C (0.814, 1.053, 4.418)
C (0.200, 1.624, 3.231)
C (0.666, 2.465, 2.129)
P (1.166, -0.086, 0.395)
C (2.141, -0.888, 1.676)
C (3.415, -0.430, 2.018)
C (4.086, -0.992, 3.094)
C (3.490, -2.007, 3.832)
C (2.218, -2.456, 3.502)
C (1.538, -1.894, 2.432)
C (2.025, 0.100, -1.064)
C (3.218, -0.638, -1.326)
C (3.788, -0.653, -2.555)
C (3.219, 0.091, -3.655)
C (2.127, 0.839, -3.483)
C (1.460, 1.014, -2.150)
N (-1.019, 1.157, 3.036)
H (-2.623, -0.942, 5.178)
H (-3.299, -0.154, 3.633)
H (-3.975, 1.568, -0.624)
H (-3.586, 2.457, -2.879)
H (-2.636, 0.962, -4.571)
H (-2.099, -1.381, -4.127)
H (-2.664, -2.289, -1.915)
H (-2.760, -2.554, 2.656)
H (-1.718, -4.746, 3.074)
H (-0.133, -5.699, 1.432)
H (0.408, -4.445, -0.630)
H (-0.585, -2.239, -1.028)
H (-0.050, -0.300, 5.894)
H (1.805, 1.281, 4.777)
H (1.745, 2.506, 2.011)
H (0.219, 3.459, 2.185)
H (3.878, 0.367, 1.447)
H (5.073, -0.637, 3.356)
H (4.019, -2.446, 4.667)
H (1.753, -3.245, 4.079)
H (0.540, -2.239, 2.186)
H (3.633, -1.246, -0.533)
H (4.674, -1.249, -2.727)
H (3.704, 0.051, -4.621)
H (1.763, 1.447, -4.302)
H (1.708, 2.044, -1.844)
O (0.901, 3.448, -5.671)
C (-0.049, 3.177, -5.023)
O (-1.366, 3.094, -5.132)
C (-0.713, 2.710, -3.807)
C (-0.803, 1.235, -3.496)
C (-0.100, 0.961, -2.154)
N (-0.592, 1.833, -1.074)
C (-1.053, 3.099, -1.437)
C (-1.073, 3.579, -2.682)
C (-1.673, 3.856, -0.284)
O (-2.009, 5.005, -0.372)
O (-1.827, 3.082, 0.778)
H (-0.282, 0.663, -4.266)
H (-0.364, -0.060, -1.880)
H (-1.432, 4.585, -2.860)

***

[4]
C37H30BrFNO3PPdS | ωB97M-V/def2-TZVPD

Its HOMO energy (alpha / beta) is -6.79 / -6.79 eV. The value obtained for the HOMO-LUMO gap (alpha / beta) is 6.58 / 6.58 eV. For the energy above the lowest of the compared OMol25 structures with the same formula, charge and spin, the calculation gives 179.2 kJ/mol.

Atoms and positions in Å:
Pd (-0.120, -0.670, 0.046)
O (-2.913, 1.212, -2.210)
C (-2.142, 1.327, -1.266)
O (-1.859, 0.364, -0.451)
C (-1.565, 2.728, -1.027)
C (-2.393, 3.795, -1.377)
C (-1.985, 5.105, -1.205)
C (-0.712, 5.377, -0.718)
C (0.129, 4.329, -0.392)
C (-0.293, 3.004, -0.521)
P (0.825, 1.626, -0.151)
C (1.913, 2.165, 1.207)
C (3.179, 1.590, 1.340)
C (3.950, 1.828, 2.468)
C (3.467, 2.636, 3.488)
C (2.209, 3.208, 3.370)
C (1.437, 2.971, 2.241)
C (1.952, 1.695, -1.616)
C (1.626, 0.884, -2.701)
C (2.388, 0.905, -3.862)
C (3.496, 1.734, -3.950)
C (3.831, 2.549, -2.877)
C (3.061, 2.535, -1.724)
H (-3.366, 3.563, -1.789)
H (-2.654, 5.917, -1.461)
H (-0.374, 6.399, -0.601)
H (1.132, 4.542, -0.041)
H (3.566, 0.951, 0.556)
H (4.932, 1.378, 2.550)
H (4.067, 2.816, 4.371)
H (1.822, 3.839, 4.160)
H (0.453, 3.420, 2.167)
H (0.759, 0.232, -2.639)
H (2.115, 0.269, -4.696)
H (4.094, 1.749, -4.852)
H (4.693, 3.202, -2.940)
H (3.333, 3.179, -0.896)
Br (4.425, -5.319, 1.324)
C (3.324, -3.822, 1.028)
C (3.151, -3.335, -0.256)
C (2.332, -2.238, -0.425)
N (1.704, -1.641, 0.589)
C (1.884, -2.119, 1.826)
C (2.693, -3.208, 2.095)
H (3.640, -3.789, -1.105)
H (2.172, -1.806, -1.405)
H (1.369, -1.599, 2.621)
H (2.820, -3.558, 3.108)
F (-2.586, -1.522, 5.557)
C (-2.053, -1.339, 4.328)
C (-2.077, -2.386, 3.429)
C (-1.517, -2.190, 2.171)
C (-0.959, -0.965, 1.835)
C (-0.961, 0.071, 2.750)
C (-1.507, -0.110, 4.016)
H (-2.530, -3.327, 3.712)
H (-1.528, -3.006, 1.460)
H (-0.550, 1.039, 2.489)
H (-1.517, 0.685, 4.750)
C (-1.802, -2.786, -3.840)
S (-1.540, -1.827, -2.347)
O (-0.327, -2.472, -1.694)
C (-2.960, -2.438, -1.458)
C (-2.887, -3.674, -0.836)
C (-4.008, -4.158, -0.180)
C (-5.176, -3.406, -0.155)
C (-5.225, -2.165, -0.773)
C (-4.109, -1.663, -1.430)
H (-1.879, -3.841, -3.578)
H (-0.944, -2.612, -4.488)
H (-2.714, -2.432, -4.322)
H (-1.955, -4.229, -0.854)
H (-3.969, -5.119, 0.319)
H (-6.052, -3.790, 0.352)
H (-6.132, -1.574, -0.732)
H (-4.105, -0.680, -1.886)

***

[5]
C37H30Cl5N3OPSTa | ωB97M-V/def2-TZVPD

Its HOMO energy is -19.31 eV. The value obtained for the HOMO-LUMO gap is 5.69 eV. The charge is +4.

Atoms and positions in Å:
Ta (0.219, 0.273, 0.211)
C (-2.062, -1.010, 2.579)
C (-2.410, -2.164, 1.662)
C (-2.717, -3.423, 2.478)
C (-1.253, -2.427, 0.698)
C (-1.510, -3.551, -0.311)
O (-1.786, -2.840, -1.578)
C (-1.499, -1.597, -1.483)
N (-1.036, -1.248, -0.257)
C (-1.641, -0.734, -2.623)
C (-1.724, -1.350, -3.874)
C (-1.839, -0.582, -5.022)
C (-1.874, 0.799, -4.922)
C (-1.809, 1.429, -3.675)
C (-1.713, 0.684, -2.515)
P (-1.780, 1.584, -0.937)
C (-1.807, 3.338, -1.233)
C (-0.642, 4.098, -1.370)
C (-0.736, 5.442, -1.691)
C (-1.985, 6.022, -1.882)
C (-3.145, 5.265, -1.753)
C (-3.068, 3.921, -1.423)
C (-3.248, 1.108, -0.041)
C (-4.229, 0.300, -0.620)
C (-5.397, 0.044, 0.084)
C (-5.579, 0.582, 1.355)
C (-4.602, 1.394, 1.926)
C (-3.435, 1.662, 1.229)
H (-2.904, -0.754, 3.224)
H (-1.857, -0.079, 2.014)
H (-1.205, -1.258, 3.215)
H (-3.287, -1.883, 1.068)
H (-1.812, -3.830, 2.943)
H (-3.182, -4.208, 1.882)
H (-3.417, -3.183, 3.280)
H (-0.331, -2.605, 1.261)
H (-2.398, -4.128, -0.083)
H (-0.671, -4.218, -0.480)
H (-1.678, -2.430, -3.948)
H (-1.899, -1.063, -5.990)
H (-1.965, 1.404, -5.816)
H (-1.865, 2.509, -3.624)
H (0.331, 3.647, -1.252)
H (0.161, 6.040, -1.799)
H (-2.055, 7.073, -2.133)
H (-4.113, 5.724, -1.905)
H (-3.976, 3.342, -1.308)
H (-4.115, -0.090, -1.624)
H (-6.177, -0.553, -0.368)
H (-6.500, 0.388, 1.893)
H (-4.767, 1.834, 2.903)
H (-2.695, 2.333, 1.652)
N (-0.024, 2.163, 2.801)
C (0.732, 1.060, 3.122)
N (1.096, 0.219, 2.156)
C (1.851, -0.880, 2.653)
C (2.407, -1.924, 1.925)
C (3.072, -2.920, 2.622)
C (3.185, -2.874, 4.015)
C (2.632, -1.835, 4.743)
C (1.962, -0.842, 4.038)
S (1.190, 0.595, 4.674)
H (0.438, 2.850, 2.217)
H (-0.469, 2.632, 3.583)
H (2.351, -1.960, 0.841)
H (3.524, -3.742, 2.079)
H (3.719, -3.659, 4.534)
H (2.727, -1.798, 5.823)
Cl (1.602, -2.515, -2.036)
C (2.457, -1.039, -1.795)
C (1.898, 0.035, -1.052)
C (2.704, 1.176, -0.882)
Cl (1.906, 2.412, 0.097)
C (3.957, 1.345, -1.371)
Cl (4.823, 2.771, -1.093)
C (4.477, 0.269, -2.128)
Cl (6.004, 0.411, -2.783)
C (3.731, -0.918, -2.332)
Cl (4.407, -2.185, -3.226)

***

[6]
C37H30HgIN7 | ωB97M-V/def2-TZVPD

Its HOMO energy (alpha / beta) is -10.11 / -10.11 eV. The spin multiplicity is 2. The value obtained for the HOMO-LUMO gap (alpha / beta) is 6.24 / 4.68 eV. The charge is +1.

Atoms and positions in Å:
Hg (0.833, 1.399, -1.531)
C (-1.756, -2.008, -0.811)
C (-0.578, -2.510, 1.485)
C (-0.829, -2.188, 2.810)
C (0.075, -1.554, 3.710)
C (1.349, -1.081, 3.468)
C (1.867, -0.904, 2.089)
N (1.520, -1.430, 0.989)
C (2.927, 0.053, 1.983)
C (4.104, 0.085, 2.784)
C (5.028, 1.102, 2.645)
C (4.798, 2.046, 1.660)
C (3.639, 1.933, 0.915)
N (2.780, 0.972, 0.988)
C (3.451, 3.066, -0.058)
C (3.157, 4.324, 0.483)
C (2.867, 5.312, -0.452)
C (3.063, 5.044, -1.808)
C (3.491, 3.758, -2.220)
C (3.880, 3.564, -3.686)
N (3.609, 2.742, -1.344)
H (-2.779, -1.681, -1.037)
H (-1.493, -2.575, -1.648)
H (-1.110, -1.115, -0.764)
H (-1.739, -2.596, 3.260)
H (-0.356, -1.426, 4.743)
H (2.039, -0.733, 4.252)
H (4.369, -0.833, 3.393)
H (5.912, 1.168, 3.256)
H (5.414, 2.863, 1.466)
H (2.903, 4.517, 1.551)
H (2.623, 6.329, -0.177)
H (2.782, 5.819, -2.522)
H (3.272, 2.710, -4.149)
H (4.882, 3.251, -3.835)
H (3.672, 4.544, -4.089)
C (-3.962, 3.629, 3.171)
C (-4.871, 2.778, 3.859)
C (-4.874, 1.440, 3.544)
C (-3.931, 0.936, 2.632)
N (-3.108, 1.726, 1.935)
C (-3.162, 3.040, 2.210)
C (-4.154, -0.368, 2.094)
C (-5.426, -1.015, 2.137)
C (-5.416, -2.351, 1.805)
C (-4.256, -3.014, 1.401)
C (-3.100, -2.188, 1.191)
N (-3.150, -0.872, 1.454)
C (-1.783, -2.751, 0.490)
C (-1.890, -4.248, 0.175)
C (-0.880, -5.153, 0.071)
C (0.534, -4.909, 0.087)
C (1.267, -3.783, 0.434)
N (0.769, -2.630, 0.944)
H (-3.955, 4.683, 3.419)
H (-5.597, 3.238, 4.554)
H (-5.695, 0.816, 3.974)
H (-2.509, 3.620, 1.577)
H (-6.281, -0.472, 2.556)
H (-6.391, -2.849, 1.873)
H (-4.278, -4.083, 1.207)
H (-2.902, -4.518, -0.230)
H (-1.114, -6.219, -0.094)
H (1.187, -5.718, -0.216)
H (2.351, -3.805, 0.350)
I (3.220, -2.369, -4.688)
C (1.649, -1.271, -5.556)
C (0.400, -1.818, -5.598)
C (-0.695, -1.077, -6.114)
C (-0.435, 0.162, -6.674)
N (0.820, 0.620, -6.663)
C (1.845, 0.000, -6.145)
H (0.261, -2.886, -5.372)
H (-1.738, -1.476, -6.135)
H (-1.229, 0.838, -7.020)
H (2.814, 0.349, -6.434)

***

Please write out number 1 again, unchanged.
C37H28F5IrN2P2 | ωB97M-V/def2-TZVPD

Its HOMO energy (alpha / beta) is -6.73 / -7.75 eV. The spin multiplicity is 5. The value obtained for the HOMO-LUMO gap (alpha / beta) is 7.04 / 6.37 eV.

Atoms and positions in Å:
Ir (0.014, -1.526, -1.048)
C (1.188, 1.519, 1.804)
N (0.288, 0.686, 1.016)
P (0.056, -0.983, 1.402)
C (-0.307, -0.845, 3.200)
C (0.666, -0.915, 4.194)
C (0.299, -0.841, 5.526)
C (-1.034, -0.690, 5.875)
C (-2.007, -0.635, 4.890)
C (-1.645, -0.725, 3.560)
C (1.672, -1.812, 1.427)
C (2.706, -1.466, 0.387)
C (3.769, -2.521, 0.273)
C (3.741, -3.677, 0.970)
C (2.725, -3.944, 1.909)
C (1.706, -3.019, 2.091)
P (-0.014, 0.958, -0.667)
C (-1.820, 1.218, -0.791)
C (-2.326, 1.445, -2.069)
C (-3.690, 1.541, -2.271)
C (-4.558, 1.411, -1.198)
C (-4.056, 1.202, 0.076)
C (-2.692, 1.104, 0.281)
C (0.486, 2.732, -0.766)
C (-0.267, 3.681, -0.081)
C (0.057, 5.020, -0.172)
C (1.130, 5.423, -0.951)
C (1.882, 4.481, -1.634)
C (1.562, 3.135, -1.543)
H (1.528, 0.951, 2.670)
H (0.675, 2.414, 2.163)
H (2.064, 1.833, 1.231)
H (1.706, -1.037, 3.922)
H (1.055, -0.905, 6.295)
H (-1.314, -0.622, 6.915)
H (-3.047, -0.536, 5.164)
H (-2.397, -0.724, 2.784)
H (3.196, -0.508, 0.653)
H (4.537, -2.335, -0.463)
H (4.496, -4.426, 0.788)
H (2.726, -4.872, 2.456)
H (0.891, -3.266, 2.759)
H (-1.642, 1.523, -2.905)
H (-4.080, 1.690, -3.267)
H (-5.626, 1.460, -1.358)
H (-4.732, 1.104, 0.914)
H (-2.289, 0.929, 1.270)
H (-1.110, 3.362, 0.515)
H (-0.536, 5.751, 0.358)
H (1.374, 6.472, -1.029)
H (2.713, 4.796, -2.246)
H (2.141, 2.396, -2.082)
N (2.035, -1.295, -0.902)
C (2.696, -0.804, -1.973)
C (1.995, -0.834, -3.201)
C (2.531, -0.327, -4.356)
C (3.810, 0.220, -4.347)
C (4.521, 0.262, -3.157)
C (3.986, -0.231, -1.983)
H (1.008, -1.305, -3.199)
H (1.964, -0.357, -5.274)
H (4.246, 0.606, -5.256)
H (5.514, 0.690, -3.147)
H (4.570, -0.153, -1.076)
F (-2.233, -2.888, 0.934)
C (-2.814, -2.525, -0.237)
C (-2.005, -2.052, -1.272)
C (-2.720, -1.708, -2.421)
F (-2.016, -1.249, -3.486)
C (-4.097, -1.777, -2.547)
F (-4.719, -1.363, -3.665)
C (-4.845, -2.258, -1.481)
F (-6.182, -2.341, -1.570)
C (-4.195, -2.637, -0.314)
F (-4.910, -3.084, 0.734)